# 1
C24H33Br4Cl4KMgN3O20P3SV as an isolated structure at a distorted geometry. Source: the OMol25 dataset; level of theory: ωB97M-V/def2-TZVPD.

Positions of all 95 atoms, in Å:
N (6.718, -0.205, 1.636)
P (6.895, 0.567, 0.158)
O (6.713, 2.112, 0.389)
C (5.498, -0.125, -0.845)
C (5.649, -1.345, -1.260)
Br (7.219, -2.349, -0.906)
C (4.548, -1.976, -2.058)
O (4.828, -2.755, -2.908)
C (3.196, -1.540, -1.749)
C (3.044, -0.259, -1.321)
C (1.802, 0.199, -1.059)
P (1.509, 1.970, -0.520)
O (2.173, 1.942, 0.981)
O (-0.091, 1.971, -0.224)
C (0.737, -0.596, -1.193)
C (0.901, -1.871, -1.594)
O (-0.201, -2.638, -1.698)
C (2.133, -2.353, -1.870)
P (2.426, -4.090, -2.391)
N (1.292, -5.024, -1.504)
O (2.024, -4.187, -3.979)
C (4.245, 0.611, -1.146)
O (4.209, 1.815, -1.231)
H (6.680, -1.207, 1.494)
H (5.792, 0.065, 1.979)
H (7.261, 2.350, 1.153)
H (2.094, 1.052, 1.346)
H (-0.301, 1.304, 0.440)
H (-0.251, -0.236, -1.014)
H (-0.216, -3.123, -2.528)
H (1.857, -5.804, -1.180)
H (1.125, -4.482, -0.661)
H (2.630, -4.826, -4.344)
C (-4.842, 0.238, 0.625)
C (-6.346, 0.016, 0.705)
N (-6.958, -0.286, -0.541)
C (-8.414, -0.191, -0.511)
C (-9.179, -1.169, 0.389)
C (-6.402, -1.432, -1.246)
C (-6.392, -2.779, -0.523)
H (-4.601, 0.989, -0.125)
H (-4.454, 0.589, 1.592)
H (-4.316, -0.682, 0.384)
H (-6.797, 0.960, 1.067)
H (-6.552, -0.756, 1.477)
H (-8.790, -0.278, -1.530)
H (-8.671, 0.830, -0.202)
H (-9.200, -2.173, -0.027)
H (-10.214, -0.842, 0.480)
H (-8.766, -1.221, 1.400)
H (-5.373, -1.189, -1.528)
H (-6.924, -1.536, -2.198)
H (-6.032, -2.700, 0.506)
H (-5.728, -3.464, -1.044)
H (-7.373, -3.245, -0.506)
K (5.686, -4.490, -3.618)
O (5.647, -7.562, -6.354)
H (4.712, -7.772, -6.435)
H (6.060, -8.053, -7.071)
C (7.223, 0.222, -5.846)
Cl (6.281, 1.704, -5.918)
Cl (6.992, -0.586, -4.293)
Cl (6.796, -0.857, -7.179)
H (8.271, 0.476, -5.936)
C (3.894, 2.293, 3.532)
Br (3.126, 0.512, 3.505)
Br (2.881, 3.514, 4.599)
Br (5.738, 2.278, 4.096)
H (3.875, 2.656, 2.514)
O (10.260, -0.117, -0.369)
Cl (10.088, 0.311, -1.729)
O (10.491, 1.666, -1.894)
O (8.646, 0.201, -2.053)
O (10.785, -0.553, -2.632)
Mg (-6.788, 1.671, 2.661)
O (-6.958, 7.103, 2.267)
S (-6.780, 5.995, 1.333)
O (-8.060, 5.279, 1.182)
O (-5.771, 5.076, 1.898)
O (-6.353, 6.474, 0.022)
C (-4.039, 4.824, 4.289)
C (-2.742, 4.523, 4.383)
C (-1.934, 4.955, 5.556)
O (-0.751, 4.705, 5.660)
C (-2.629, 5.726, 6.617)
C (-3.919, 6.023, 6.527)
C (-4.725, 5.597, 5.358)
O (-5.901, 5.865, 5.276)
H (-4.652, 4.528, 3.446)
H (-2.217, 3.962, 3.619)
H (-2.023, 6.031, 7.461)
H (-4.440, 6.585, 7.291)
O (2.069, -8.028, -0.317)
V (0.475, -8.515, -0.253)
O (-1.130, -8.867, -0.236)

Cartesian forces, eV/Å:
-0.83 0.59 -0.18
0.92 -1.37 -1.47
-0.44 -0.01 0.37
0.52 2.53 1.12
0.15 -1.93 -0.48
-0.44 -0.10 -0.35
0.93 1.32 1.30
-1.04 1.76 -0.37
1.58 0.41 0.06
1.71 0.82 0.22
-0.42 3.06 1.50
0.42 1.81 -1.15
-0.22 -0.56 -0.55
0.14 -0.69 0.24
-1.61 0.13 0.32
-1.48 -0.98 -0.38
-0.78 0.00 0.02
-0.49 -3.05 -1.64
1.81 -1.28 0.63
0.37 0.76 -0.03
-0.96 0.75 0.31
-0.16 0.60 -0.28
0.10 -0.53 0.22
0.45 -0.23 0.16
0.13 0.04 0.66
0.04 0.54 0.13
0.14 0.01 0.55
-0.52 0.02 0.27
-0.56 0.15 0.04
0.04 -0.37 -0.04
-0.14 -0.48 0.01
-0.68 -0.04 0.16
-0.01 -0.29 -0.47
0.03 0.22 0.11
0.68 -0.88 -0.01
-0.54 0.23 -0.26
-0.28 0.12 0.14
-0.01 0.02 -0.09
0.49 -0.18 -0.17
-0.11 -0.03 0.03
-0.03 0.01 -0.05
0.03 -0.06 -0.04
-0.02 -0.07 0.05
-0.37 -0.20 -1.32
-0.03 0.25 0.19
0.12 -0.04 -0.07
0.12 0.02 -0.01
0.06 -0.05 0.06
-0.01 0.04 0.00
0.00 -0.03 0.00
-0.03 0.08 0.05
-0.17 0.12 0.05
0.00 0.00 -0.02
0.09 -0.05 -0.05
-0.05 0.01 0.10
1.88 -3.54 -1.52
-0.13 0.15 0.12
-0.03 -0.08 -0.03
0.12 0.02 0.00
-0.18 0.06 -0.12
0.02 0.00 0.02
-0.08 -0.14 -0.08
0.04 -0.02 0.00
0.05 -0.03 0.04
0.09 0.48 0.06
0.26 -0.18 0.30
-0.17 -0.17 -0.04
0.00 -0.18 -0.06
-0.08 -0.08 -0.07
-0.11 -0.08 0.06
0.50 0.06 0.22
-0.06 0.12 0.02
-0.63 0.12 0.37
-0.13 -0.09 -0.07
-0.03 1.31 1.16
-0.49 -0.03 0.08
0.03 0.50 0.54
-0.20 -0.08 0.03
0.22 -0.74 -0.66
0.25 -0.46 -0.13
0.29 -0.28 0.10
-0.08 0.07 0.17
-0.04 0.15 0.02
0.04 -0.17 -0.18
0.07 -0.03 0.03
-0.07 0.09 0.05
0.02 0.03 -0.09
-0.16 -0.11 0.07
0.14 0.19 0.15
0.04 0.02 0.00
0.05 -0.02 -0.02
-0.04 0.01 -0.02
-0.13 0.72 -0.28
-0.22 -1.01 0.33
0.30 0.54 -0.15

Results
E   -487232.3849 eV
Total charge   +1
Energy above the lowest of the compared OMol25 structures with the same formula, charge and spin   0.0 kcal per mole
Lowest unoccupied orbital energy   -8.2100 eV

***

# 2
C12H24F12LiO9P2 as an isolated structure at a distorted geometry. Source: the OMol25 dataset; level of theory: ωB97M-V/def2-TZVPD.

Positions of all 60 atoms, in Å:
Li (0.245, 0.557, -0.522)
P (2.953, 0.346, -1.806)
F (1.781, 1.329, -2.177)
F (2.036, -0.429, -0.684)
F (2.512, -0.730, -2.916)
F (4.174, -0.610, -1.381)
F (3.895, 1.177, -2.898)
F (3.432, 1.308, -0.560)
P (-2.290, 3.043, -1.403)
F (-1.411, 2.808, -2.812)
F (-3.312, 1.881, -1.902)
F (-1.413, 1.857, -0.596)
F (-3.347, 3.284, -0.098)
F (-1.141, 4.189, -0.953)
F (-3.122, 4.170, -2.210)
C (2.815, -0.695, 3.368)
C (3.134, 0.245, 2.326)
O (2.684, 1.563, 2.666)
C (1.577, 2.075, 2.048)
O (0.942, 1.610, 1.066)
O (1.218, 3.176, 2.698)
C (0.363, 4.134, 2.074)
H (3.321, -0.498, 4.314)
H (3.206, -1.680, 3.114)
H (1.730, -0.677, 3.463)
H (2.812, -0.162, 1.367)
H (4.222, 0.311, 2.299)
H (0.767, 4.527, 1.141)
H (0.192, 4.972, 2.749)
H (-0.628, 3.721, 1.885)
C (-3.681, -0.624, -4.933)
C (-2.772, -0.370, -3.745)
O (-1.757, -1.295, -3.807)
C (-0.812, -1.235, -2.916)
O (-0.774, -0.491, -1.945)
O (0.041, -2.295, -3.101)
C (0.699, -2.893, -1.991)
H (-4.168, -1.598, -4.980)
H (-3.239, -0.439, -5.912)
H (-4.467, 0.131, -4.938)
H (-3.200, -0.636, -2.778)
H (-2.362, 0.639, -3.790)
H (0.146, -2.998, -1.058)
H (1.630, -2.413, -1.689)
H (1.005, -3.901, -2.272)
C (0.284, -4.227, 3.168)
C (0.184, -3.147, 2.128)
O (-0.872, -2.291, 2.520)
C (-1.008, -1.143, 1.832)
O (-0.598, -0.904, 0.692)
O (-1.716, -0.359, 2.609)
C (-1.955, 1.047, 2.394)
H (-0.402, -5.056, 2.993)
H (0.206, -3.934, 4.215)
H (1.321, -4.524, 3.014)
H (0.024, -3.466, 1.098)
H (1.115, -2.580, 2.096)
H (-2.571, 1.352, 3.240)
H (-2.567, 1.218, 1.509)
H (-1.080, 1.627, 2.689)

Cartesian forces, eV/Å:
0.17 0.68 0.85
4.42 1.71 0.20
-1.62 0.01 0.26
-1.48 -0.55 -0.18
-0.54 0.00 -0.21
0.05 -0.43 -0.48
-0.77 -1.21 1.17
-0.46 0.25 -0.92
-0.23 1.80 -0.95
-0.24 -0.55 1.41
0.27 -0.13 0.12
-0.43 0.81 -0.40
2.36 -0.36 -0.95
-1.79 -1.74 0.21
0.26 -0.34 0.53
-0.64 -1.30 1.77
1.83 0.49 -1.46
-2.02 0.73 -1.18
-0.74 -1.12 -1.59
2.01 0.95 2.66
0.82 -0.19 0.16
-1.01 0.26 -0.49
-0.38 0.44 0.16
-0.38 -0.19 -0.33
-0.11 -0.56 0.56
-0.26 0.85 -0.06
0.03 0.41 -0.46
0.14 -0.32 0.03
0.52 -0.27 0.27
0.14 -0.23 -0.25
-0.75 0.60 -0.31
-2.36 1.18 -0.48
4.44 -1.72 0.08
-1.35 -1.95 -0.93
0.82 -0.46 -0.77
-0.23 1.41 1.14
0.60 -1.12 1.09
0.21 -0.06 0.36
0.69 -0.16 0.21
-0.18 -0.03 0.43
-0.83 0.99 0.07
-0.16 0.05 0.37
-0.80 0.59 -0.38
0.17 0.67 -0.55
-0.13 0.11 -0.71
0.78 -0.66 -0.61
0.08 0.48 0.14
-0.25 1.17 -0.73
-0.26 0.41 -0.42
-0.17 -0.56 1.42
0.00 0.13 0.31
-0.75 0.03 1.21
0.12 0.01 -0.02
-0.14 0.54 -0.28
-0.02 -0.86 0.34
-0.15 -0.55 0.11
0.01 0.21 0.11
-0.57 -0.56 0.01
0.92 0.33 -0.27
0.38 -0.13 -1.41

Results
Multiplicity   2
E   -82662.4897 eV
Lowest unoccupied orbital energy (spin up / spin down)   -0.9194 / -7.6709 eV

***

# 3
C26H32N8OSW as an isolated structure at a distorted geometry. Source: the OMol25 dataset; level of theory: ωB97M-V/def2-TZVPD.

Positions of all 69 atoms, in Å:
W (0.236, -0.127, 0.005)
C (2.065, 1.653, 0.401)
C (1.647, 2.743, -0.395)
C (2.128, 2.876, -1.683)
C (3.010, 1.926, -2.209)
C (3.399, 0.829, -1.456)
C (2.940, 0.695, -0.144)
H (1.940, 1.706, 1.473)
H (1.018, 3.513, 0.035)
H (1.861, 3.743, -2.274)
H (3.416, 2.070, -3.202)
H (4.126, 0.135, -1.859)
H (3.383, -0.044, 0.518)
C (2.182, -2.305, -1.497)
N (2.328, -3.619, -1.498)
C (1.333, -4.504, -2.097)
N (0.176, -4.538, -1.145)
C (-0.751, -3.690, -1.231)
N (0.832, -1.818, -0.093)
C (1.248, -2.798, 1.040)
N (1.641, -4.129, 0.676)
C (2.793, -4.176, -0.196)
C (0.618, -5.032, 0.232)
H (1.734, -1.841, -2.367)
H (2.983, -1.755, -1.024)
H (1.754, -5.505, -2.153)
H (1.007, -4.189, -3.086)
H (-1.451, -3.590, -0.409)
H (-0.903, -3.132, -2.148)
H (0.413, -2.879, 1.732)
H (2.105, -2.321, 1.514)
H (3.138, -5.199, -0.333)
H (3.616, -3.577, 0.190)
H (-0.249, -5.066, 0.890)
H (1.035, -6.030, 0.107)
N (0.648, -0.228, 2.754)
C (-0.232, 0.889, 2.697)
N (-0.591, 1.238, 1.483)
C (-1.415, 2.366, 1.486)
C (-1.984, 3.010, 0.387)
C (-2.758, 4.128, 0.621)
C (-2.975, 4.605, 1.921)
C (-2.423, 3.974, 3.018)
C (-1.638, 2.848, 2.782)
S (-0.809, 1.865, 3.955)
H (1.561, 0.038, 3.128)
H (0.308, -0.948, 3.391)
H (-1.825, 2.650, -0.623)
H (-3.208, 4.651, -0.213)
H (-3.584, 5.487, 2.067)
H (-2.589, 4.347, 4.020)
N (-4.122, -3.946, 3.049)
C (-3.058, -3.489, 2.407)
O (-1.920, -3.947, 2.492)
C (-3.219, -2.324, 1.442)
C (-4.313, -2.002, 0.645)
C (-4.139, -1.063, -0.369)
C (-2.896, -0.501, -0.581)
N (-1.845, -0.779, 0.221)
C (-2.042, -1.634, 1.230)
H (-4.015, -4.739, 3.669)
H (-5.025, -3.501, 3.020)
H (-5.270, -2.497, 0.762)
H (-4.957, -0.797, -1.025)
H (-2.723, 0.182, -1.401)
H (-1.206, -1.864, 1.871)
C (-0.055, 0.384, -1.787)
H (0.122, -0.207, -2.687)
H (-0.437, 1.379, -2.033)

Cartesian forces, eV/Å:
-1.05 1.28 -0.22
-0.15 -0.21 -0.14
-0.03 -0.04 0.14
0.12 -0.04 -0.16
-0.12 0.17 -0.04
-0.01 -0.07 0.07
0.10 -0.06 0.05
0.02 0.03 0.02
-0.01 -0.01 0.01
-0.01 0.00 0.00
0.00 -0.01 0.00
0.02 0.03 0.01
0.00 -0.04 -0.02
0.50 -0.10 -0.95
-0.28 -0.15 0.52
-0.18 -0.17 -0.20
1.47 0.12 0.54
-1.23 -0.04 -0.46
1.05 -0.48 0.90
-0.20 0.00 -0.20
0.10 -0.03 -0.28
0.07 -0.05 0.09
-0.13 -0.09 -0.03
-0.19 -0.01 0.06
-0.10 0.04 0.11
-0.04 -0.02 -0.11
0.02 0.15 0.03
-0.04 -0.02 0.05
-0.01 0.01 -0.06
0.02 0.01 0.05
-0.04 -0.02 0.14
0.00 0.00 -0.03
-0.02 0.04 -0.01
-0.02 0.15 0.04
-0.08 -0.04 -0.01
0.02 -0.13 0.00
0.09 0.11 0.13
0.14 -0.14 -0.06
-0.07 0.07 -0.06
0.02 -0.03 0.00
0.00 -0.01 -0.04
0.01 -0.01 0.05
-0.03 0.05 0.01
0.03 -0.05 -0.02
0.02 -0.08 -0.06
0.00 0.05 -0.03
-0.05 0.04 -0.01
0.00 0.02 0.00
0.00 -0.01 0.00
0.00 0.00 0.00
0.00 0.00 -0.01
-0.02 -0.03 0.05
0.04 0.11 -0.04
-0.02 -0.06 -0.08
-0.05 0.00 0.03
0.06 -0.06 -0.02
-0.03 0.01 -0.01
0.00 0.09 -0.02
0.07 0.03 0.06
0.00 -0.14 -0.03
0.00 0.00 -0.01
0.01 0.02 -0.01
0.00 0.00 0.01
0.00 0.00 0.01
0.00 -0.01 0.00
0.00 0.04 0.00
0.22 -0.23 0.18
0.05 0.01 0.00
-0.05 0.01 0.05

Results
E   -54069.1541 eV
Total charge   +4
Energy above the lowest of the compared OMol25 structures with the same formula, charge and spin   0.0 kcal per mole
Lowest unoccupied orbital energy   -12.7509 eV

***

The highest E belongs to which entry?
C26H32N8OSW